(1)
Density functional theory data (ωB97M-V with the def2-TZVPD basis set) for C43H50AsF10HfN7O2Si3 as an isolated structure at a distorted geometry.

```
117
Properties=species:S:1:pos:R:3:forces:R:3:lowdin_charge:R:1
Hf -0.2387 -0.4704 -0.7210 -1.829 0.950 0.401 1.50
C -4.3851 0.1527 -0.4994 0.079 0.061 0.106 -0.09
N -3.2208 -0.6295 -0.9041 0.267 -0.344 -0.140 -0.22
C -3.1110 -0.6479 -2.3625 -0.038 0.052 -0.016 -0.21
C -2.5152 0.6608 -2.8406 -0.038 0.010 0.054 -0.23
N -1.2646 1.0017 -2.1430 0.252 -0.270 0.174 -0.09
C -0.9498 2.3381 -2.2025 -0.056 -0.008 -0.067 -0.22
C -1.5421 3.3513 -2.9872 -0.022 -0.025 -0.059 -0.13
F -2.4578 3.0789 -3.9400 0.034 0.060 -0.006 0.08
C -1.1804 4.6869 -2.8883 -0.024 0.048 -0.027 -0.14
F -1.8001 5.5822 -3.6606 0.010 -0.036 0.031 0.13
C -0.1920 5.1119 -2.0235 0.008 0.019 -0.026 -0.15
F 0.1348 6.4038 -1.9252 -0.005 -0.045 -0.003 0.12
C 0.4654 4.1482 -1.2822 0.001 -0.002 0.056 -0.16
F 1.4619 4.4869 -0.4608 -0.023 -0.012 -0.029 0.13
C 0.0918 2.8319 -1.4093 0.042 -0.034 0.085 -0.18
F 0.8215 1.9014 -0.7408 -0.036 0.137 -0.053 -0.02
C -3.2850 -1.9519 -0.2715 -0.077 -0.055 0.011 -0.19
C -2.5744 -1.8886 1.0644 -0.010 -0.119 -0.032 -0.21
N -1.1380 -1.7966 0.8303 0.450 0.300 -0.100 -0.11
C -0.3235 -2.3746 1.7750 -0.038 -0.168 0.023 -0.19
C 0.9402 -2.8482 1.3929 -0.090 0.012 -0.110 -0.15
F 1.2600 -2.7454 0.0847 0.038 -0.188 0.098 0.01
C 1.8578 -3.4023 2.2523 0.053 -0.005 0.049 -0.14
F 3.0418 -3.8278 1.7953 -0.053 0.017 0.022 0.11
C 1.5494 -3.5335 3.5985 0.057 -0.009 -0.044 -0.15
F 2.4299 -4.0639 4.4536 -0.022 0.010 -0.026 0.12
C 0.3121 -3.1032 4.0282 -0.107 0.036 0.003 -0.15
F -0.0115 -3.1930 5.3233 0.006 0.006 -0.009 0.11
C -0.5951 -2.5460 3.1408 -0.323 0.246 0.013 -0.12
F -1.7604 -2.0880 3.6666 0.363 -0.103 -0.103 0.07
H -5.3059 -0.3147 -0.8737 -0.001 -0.006 0.002 0.10
H -4.3392 1.1673 -0.8920 -0.023 -0.012 -0.019 0.08
H -4.4457 0.2101 0.5874 -0.004 0.007 -0.002 0.09
H -4.0881 -0.7832 -2.8494 -0.021 -0.002 0.034 0.13
H -2.4881 -1.4871 -2.6580 -0.046 0.010 -0.019 0.06
H -3.2488 1.4499 -2.6593 -0.024 -0.026 -0.047 0.10
H -2.3832 0.6022 -3.9237 0.005 0.008 0.017 0.10
H -2.7754 -2.6779 -0.9035 -0.024 -0.016 0.012 0.10
H -4.3226 -2.2893 -0.1441 -0.028 0.073 -0.021 0.12
H -2.8194 -2.7878 1.6338 0.043 -0.007 0.012 0.12
H -2.9457 -1.0293 1.6406 -0.057 -0.053 0.038 0.11
C -6.2269 -0.2189 6.8887 0.031 -0.011 0.017 -0.08
O -4.9629 -0.7936 6.6101 -0.015 0.025 -0.027 -0.08
C -3.9030 0.0452 6.4896 0.019 0.101 0.034 -0.27
C -2.6823 -0.5588 6.1833 -0.071 -0.115 -0.050 0.01
C -1.5478 0.2037 6.0096 0.115 0.035 0.074 -0.01
C -1.6087 1.5862 6.1922 -0.202 0.035 0.034 -0.29
C -2.8073 2.1770 6.5570 -0.123 -0.073 -0.032 -0.03
C -3.9683 1.4254 6.6745 0.034 -0.095 -0.036 -0.01
N -0.4743 2.4542 6.2160 -0.556 -0.141 0.688 0.07
N 0.4646 2.3607 5.4398 0.562 0.373 -0.623 0.08
C 0.4840 1.5552 4.2567 0.169 -0.198 -0.156 -0.23
C 1.6494 0.8674 4.0409 0.047 -0.088 -0.016 -0.01
C 1.9283 0.2266 2.8270 0.191 -0.101 -0.056 0.02
C 1.0466 0.3017 1.7793 0.022 0.027 0.045 -0.33
O 1.2930 -0.2219 0.5757 0.018 0.128 0.521 -0.30
C -0.1769 0.9981 1.9825 0.048 0.092 -0.044 -0.14
N -1.0129 1.0611 0.8985 0.153 -0.157 0.386 0.03
C -2.0969 1.7867 0.9751 0.066 0.108 -0.148 -0.11
C -2.4349 2.5231 2.1219 -0.018 0.051 0.027 -0.01
C -1.6225 2.4634 3.2154 0.021 -0.055 0.009 0.03
C -0.4609 1.6520 3.1955 -0.042 0.262 0.123 -0.07
H -6.9381 -1.0394 6.8916 0.004 -0.009 0.004 0.09
H -6.5119 0.5041 6.1204 -0.002 0.003 -0.012 0.09
H -6.2347 0.2688 7.8665 0.005 0.009 0.004 0.10
H -2.6520 -1.6377 6.0828 0.022 0.101 -0.034 0.12
H -0.6051 -0.2769 5.7786 -0.057 -0.008 -0.004 0.11
H -2.8245 3.2432 6.7451 0.005 0.000 0.038 0.12
H -4.8930 1.9147 6.9403 -0.020 -0.002 0.002 0.10
H 2.3848 0.8489 4.8352 0.025 0.031 -0.012 0.12
H 2.8689 -0.2901 2.6837 -0.003 -0.012 0.014 0.12
H -2.7010 1.8285 0.0822 0.000 0.010 -0.003 0.09
H -3.3217 3.1410 2.1149 0.006 0.007 0.000 0.11
H -1.8518 3.0557 4.0863 -0.022 0.015 0.092 0.11
N -0.6030 -3.3375 -2.5262 -0.102 0.037 -0.013 0.05
C -0.5336 -2.3187 -1.9829 0.129 -0.655 -0.469 -0.43
C 2.1242 2.5924 -3.8940 -0.067 -0.029 -0.025 -0.19
Si 3.2426 1.4470 -2.8999 -0.152 0.251 0.192 0.33
C 3.7533 2.1742 -1.2471 -0.019 -0.034 0.083 -0.21
C 4.8302 1.3015 -3.8751 0.019 -0.249 -0.001 -0.20
As 1.9469 -0.5151 -2.4749 1.185 -0.309 -0.828 0.86
Si 1.5360 -1.2620 -4.7067 -0.349 -0.020 -0.106 0.30
C 2.6583 -0.5048 -5.9994 0.120 0.130 0.118 -0.21
C -0.1980 -0.6996 -5.1160 -0.077 0.018 0.029 -0.21
C 1.6805 -3.1103 -4.8736 0.109 -0.084 0.151 -0.21
Si 3.6806 -2.0542 -1.8762 0.009 -0.090 0.032 0.33
C 3.0303 -3.8083 -1.8089 -0.099 -0.023 -0.006 -0.21
C 5.0687 -2.0207 -3.1429 -0.039 0.093 -0.063 -0.20
C 4.3560 -1.4744 -0.2384 -0.041 0.040 0.069 -0.20
H 2.0895 3.5897 -3.4505 0.023 0.010 -0.023 0.03
H 1.0993 2.2260 -3.9646 -0.004 0.023 -0.012 0.01
H 2.5092 2.6962 -4.9105 0.013 0.000 -0.002 0.03
H 3.6897 3.2643 -1.2770 0.021 0.010 -0.001 0.03
H 4.7906 1.9076 -1.0329 0.006 0.008 -0.019 0.03
H 3.1419 1.8273 -0.4163 0.007 -0.001 0.025 0.01
H 5.1792 2.3296 -4.0138 -0.003 0.012 0.002 0.05
H 4.7127 0.8495 -4.8560 0.011 0.023 -0.056 0.01
H 5.6029 0.7568 -3.3361 0.028 0.041 0.016 0.02
H 2.5990 0.5840 -6.0232 -0.002 0.010 -0.037 0.02
H 2.3140 -0.8824 -6.9660 -0.011 0.006 -0.007 0.04
H 3.7033 -0.7911 -5.8863 0.015 -0.023 -0.028 0.01
H -0.3555 0.3392 -4.8181 0.015 0.009 -0.027 0.01
H -0.9333 -1.3197 -4.6005 0.009 0.018 -0.001 0.01
H -0.3744 -0.7770 -6.1920 0.000 -0.021 -0.001 0.04
H 2.7211 -3.4410 -4.8399 0.003 0.001 -0.031 0.03
H 1.2632 -3.3986 -5.8423 0.025 0.017 -0.025 0.04
H 1.1232 -3.6308 -4.0969 -0.021 -0.008 -0.076 -0.01
H 3.5440 -4.4232 -2.5495 0.000 0.001 -0.008 0.03
H 1.9599 -3.8721 -1.9970 -0.002 -0.033 0.013 0.00
H 3.2142 -4.2313 -0.8200 0.028 -0.008 -0.004 0.03
H 4.7229 -1.7702 -4.1462 0.030 -0.033 -0.027 0.01
H 5.5206 -3.0141 -3.1848 0.013 -0.002 0.015 0.04
H 5.8471 -1.3092 -2.8695 0.016 -0.001 -0.009 0.02
H 3.5792 -1.4914 0.5251 0.003 0.013 0.014 0.00
H 4.7273 -0.4499 -0.3139 0.027 -0.014 0.012 0.02
H 5.1776 -2.1196 0.0829 0.003 -0.003 -0.005 0.04
```
Positions in Å, forces in eV/Å.

As for the lowest unoccupied orbital energy: -0.64 eV. The energy above the lowest of the compared OMol25 structures with the same formula, charge and spin is 0.0 kJ/mol. The calculation puts the total energy at -6353.4015 hartree. For the largest force on an atom, the calculation gives 2.10 eV Å⁻¹.

---

(2)
Density functional theory data (ωB97M-V with the def2-TZVPD basis set) for C14H23Br3Cl10O4 as an isolated structure at a distorted geometry.

```
54
Properties=species:S:1:pos:R:3:forces:R:3:nbo_charge:R:1
O 2.8181 -2.1961 0.7348 0.185 -0.129 -0.350 -0.61
C 2.1748 -3.0736 0.2145 -0.370 1.165 0.931 0.80
O 2.6989 -4.2153 -0.1942 0.908 -0.538 -0.521 -0.48
C 1.6997 -5.1450 -0.6284 -0.679 0.234 0.565 -0.06
C 0.4382 -4.2867 -0.8334 0.468 -0.223 -0.421 -0.43
C 0.6763 -3.0938 0.0822 -0.417 -0.326 0.172 -0.56
H 1.5799 -5.8644 0.1852 -0.001 -0.135 -0.175 0.18
H 2.0142 -5.6366 -1.5443 0.215 -0.017 0.099 0.20
H -0.4661 -4.8759 -0.6997 -0.091 0.200 0.114 0.22
H 0.4963 -3.9535 -1.8723 -0.403 0.152 0.034 0.22
H 0.3014 -3.1849 1.1056 -0.066 -0.455 -0.005 0.25
H 0.2537 -2.1506 -0.2475 0.261 -0.098 -0.361 0.25
O -1.1933 2.9352 0.3582 -0.075 -0.017 -0.043 -0.58
C -0.9808 1.8561 0.8323 0.802 0.202 -0.286 0.80
O -1.7698 0.7951 0.5808 -1.213 -0.379 -0.015 -0.51
C -1.4332 -0.3060 1.4297 1.039 -0.768 -0.030 -0.08
C 0.0467 -0.1042 1.7170 -0.032 -0.277 0.528 -0.43
C 0.1488 1.4063 1.7235 -0.013 0.182 0.920 -0.54
H -1.5801 -1.2615 0.9293 -0.352 0.273 -0.391 0.20
H -1.9868 -0.3636 2.3695 -0.400 0.587 -0.202 0.19
H 0.6666 -0.5784 0.9572 0.083 0.269 0.001 0.22
H 0.2806 -0.5584 2.6809 0.251 0.041 -0.073 0.22
H 1.1324 1.8054 1.5137 -0.200 0.119 -0.519 0.26
H -0.0844 1.7998 2.7218 -0.085 -0.062 -0.011 0.24
C 3.3064 3.4532 -1.8307 0.308 0.591 0.357 -0.39
Cl 3.0878 4.9439 -2.7823 -0.028 -0.378 -0.017 -0.03
Cl 1.8184 2.8998 -1.0750 -0.357 -0.109 -0.271 -0.02
H 3.7363 2.6795 -2.4534 -0.134 -0.019 -0.071 0.22
H 3.9589 3.7221 -1.0075 0.189 -0.133 -0.121 0.23
C -4.6791 3.4242 -1.5462 -0.331 -0.075 -0.221 -0.38
Cl -4.8375 3.0866 -3.2919 0.188 0.106 0.294 -0.04
Cl -6.2713 3.6975 -0.8193 0.016 0.014 0.079 -0.04
H -4.2388 2.5610 -1.0718 0.111 -0.096 0.040 0.22
H -4.0801 4.3101 -1.3920 0.077 0.015 -0.137 0.23
C -0.3212 5.7505 -1.5246 0.815 -0.120 -0.323 -0.39
Cl 0.6938 7.2300 -1.4581 -0.343 -0.344 0.113 -0.05
Cl -2.0245 6.1227 -1.6551 -0.288 0.108 0.117 -0.02
H -0.0260 5.2017 -2.4136 -0.018 0.140 -0.049 0.22
H -0.1067 5.1221 -0.6663 -0.252 0.263 0.193 0.24
C 4.5282 0.4738 1.9303 -0.142 -0.744 0.319 -0.40
Cl 5.7831 0.5907 3.1742 0.212 0.270 -0.212 -0.03
Cl 3.5767 1.9422 1.7407 0.238 0.160 0.134 -0.03
H 4.9336 0.2127 0.9602 0.276 0.074 0.119 0.23
H 3.9045 -0.3378 2.2889 -0.316 0.162 -0.315 0.24
C -2.3755 -4.7274 2.8111 0.018 -0.090 -0.069 -0.39
Cl -0.7374 -4.3934 3.4196 -0.257 -0.264 -0.011 -0.03
Cl -3.0866 -3.2508 2.1402 -0.140 -0.270 0.038 -0.02
H -2.3396 -5.4878 2.0374 0.257 0.189 -0.136 0.22
H -3.0014 -5.1175 3.6066 0.091 0.333 0.206 0.23
C -1.8679 -0.6804 -2.5839 0.269 0.032 -0.252 -0.46
Br -2.5895 -0.1590 -4.3275 0.538 -0.377 0.674 0.11
Br 0.1249 -0.6582 -2.4761 -1.250 0.338 -0.306 0.06
Br -2.5140 -2.3899 -1.9671 -0.017 0.026 -0.201 0.08
H -2.2877 0.0284 -1.8829 0.460 0.198 0.065 0.23
```
Positions in Å, forces in eV/Å.

As for the lowest unoccupied orbital energy: -0.54 eV. The energy above the lowest of the compared OMol25 structures with the same formula, charge and spin is 0.0 kJ/mol. The calculation puts the total energy at -13172.1705 hartree. For the largest force on an atom, the calculation gives 1.54 eV Å⁻¹.

---

(3)
Density functional theory data (ωB97M-V with the def2-TZVPD basis set) for a 3-piece molecular cluster, C5H15N3O2 overall at a distorted geometry.

```
25
Properties=species:S:1:pos:R:3:forces:R:3:nbo_charge:R:1
C 0.8721 0.8843 -1.2728 -0.061 0.458 -0.614 -0.23
C 0.1828 1.3936 -0.0268 -0.439 0.182 -0.025 -0.47
C -0.6183 0.4029 0.7572 0.149 0.248 0.511 0.12
C -0.4317 0.0954 2.0595 -0.238 0.165 0.381 -0.03
N -1.5046 -0.6560 2.4700 -0.078 -0.310 0.089 -0.45
C -2.3263 -0.8237 1.4487 -0.358 -0.676 -0.724 0.28
N -1.8160 -0.2046 0.4013 0.484 0.793 -0.487 -0.47
N 2.2165 0.2622 -1.0238 -0.831 -0.305 0.034 -0.70
H 0.2777 0.1926 -1.8433 -0.354 -0.554 0.208 0.24
H 1.0047 1.6955 -1.9950 0.317 0.071 0.323 0.25
H -0.4613 2.2228 -0.3011 -0.392 -0.022 -0.405 0.28
H 0.8506 1.9264 0.6507 0.372 -0.389 0.099 0.26
H 0.2796 0.4523 2.7712 0.393 -0.002 0.099 0.26
H -1.6208 -1.0647 3.3866 -0.090 0.018 0.032 0.47
H -3.1914 -1.4637 1.3423 -0.050 0.161 0.567 0.27
H -2.2358 -0.1173 -0.5343 0.212 -0.386 0.099 0.48
H 2.8554 1.0330 -0.8580 0.577 -0.233 0.047 0.44
H 2.4652 -0.2442 -1.8783 0.460 0.255 0.160 0.44
H 2.2471 -0.4700 -0.2216 0.119 0.609 -0.537 0.47
H 3.2170 -1.6393 1.4178 -0.189 -0.266 -0.204 0.52
H 2.3646 -2.5664 0.4755 0.188 -0.229 0.164 0.52
O 2.4804 -1.6630 0.7856 0.033 0.269 0.252 -0.96
H -2.9510 0.6274 -2.4884 0.029 0.015 -0.314 0.51
H -2.0088 -0.3838 -3.1690 -0.153 -0.112 -0.098 0.51
O -2.1479 0.1082 -2.3540 -0.101 0.243 0.346 -0.99
```
Positions in Å, forces in eV/Å.

As for the lowest unoccupied orbital energy: -6.06 eV. The energy above the lowest of the compared OMol25 structures with the same formula, charge and spin is 0.0 kJ/mol. Its net charge is +2. The calculation puts the total energy at -513.7252 hartree. For the largest force on an atom, the calculation gives 1.05 eV Å⁻¹.